(1)
{"formula": "C11H24BF4N2O7", "method": "ωB97M-V/def2-TZVPD", "total_charge": 1, "fmax_ev_per_a": 2.2, "orbital_gap_ev": 9.147, "energy_ha": -1493.91155, "elements": ["O", "C", "F", "N", "C", "O", "N", "C", "O", "C", "F", "F", "F", "C", "B", "O", "O", "H", "H", "H", "H", "H", "H", "H", "H", "C", "C", "C", "O", "H", "H", "H", "H", "H", "H", "H", "H", "C", "C", "C", "O", "H", "H", "H", "H", "H", "H", "H", "H"], "positions_angstrom": [[-1.842, 2.567, 1.813], [-1.870, 1.394, 1.569], [-1.856, 0.458, 2.467], [-1.871, 0.828, 0.231], [-3.075, 1.101, -0.375], [-4.128, 1.181, 0.192], [-3.077, 1.258, -1.852], [-2.054, 0.435, -2.568], [-2.724, -0.660, -3.141], [-2.744, -0.649, -4.511], [-3.593, -1.558, -4.905], [-3.136, 0.531, -4.965], [-1.553, -0.916, -4.989], [-3.055, 2.730, -2.236], [-1.750, 3.512, -1.749], [-0.520, 2.918, -1.512], [-1.902, 4.835, -1.549], [-1.057, 1.211, -0.261], [-3.981, 0.900, -2.169], [-1.532, 1.003, -3.317], [-1.315, 0.042, -1.889], [-3.895, 3.176, -1.717], [-3.270, 2.834, -3.288], [-0.168, 2.496, -2.298], [-1.084, 5.257, -1.827], [3.257, -0.834, -0.590], [2.224, 0.269, -0.447], [2.038, 0.679, 1.004], [0.964, -0.173, -0.990], [2.949, -1.725, -0.040], [3.371, -1.117, -1.637], [4.226, -0.516, -0.208], [2.526, 1.135, -1.037], [1.693, -0.166, 1.602], [1.287, 1.471, 1.086], [2.970, 1.042, 1.434], [0.687, -0.944, -0.482], [1.643, -2.200, 4.472], [2.233, -2.880, 3.245], [2.850, -4.224, 3.599], [3.215, -2.034, 2.640], [2.422, -2.009, 5.214], [1.207, -1.236, 4.205], [0.871, -2.816, 4.933], [1.453, -3.023, 2.495], [3.664, -4.094, 4.316], [3.270, -4.698, 2.712], [2.111, -4.897, 4.036], [3.918, -1.893, 3.283]], "lowdin_charge": [0.22, -0.47, 0.21, 0.21, -0.42, 0.21, 0.06, -0.08, 0.10, -0.75, 0.24, 0.19, 0.23, 0.07, -0.62, 0.17, 0.23, 0.11, 0.20, 0.15, 0.13, 0.14, 0.14, 0.12, 0.13, -0.05, -0.47, -0.05, -0.08, 0.08, 0.08, 0.09, 0.14, 0.07, 0.07, 0.09, 0.09, -0.06, -0.50, -0.06, -0.07, 0.09, 0.07, 0.08, 0.13, 0.09, 0.08, 0.08, 0.09]}

***

(2)
{"formula": "C4H5ClN2", "method": "ωB97M-V/def2-TZVPD", "fmax_ev_per_a": 4.0, "orbital_gap_ev": [8.716, 8.593], "energy_ha": -724.87862, "spin_multiplicity": 3, "relative_energy_kj_mol": 158.7, "s_squared": 2.0205, "elements": ["C", "C", "C", "C", "N", "N", "Cl", "H", "H", "H", "H", "H"], "positions_angstrom": [[1.730, -1.240, 0.249], [0.171, 0.982, 0.276], [-0.602, -0.222, 0.787], [0.678, -0.340, 0.241], [2.498, -2.079, 0.022], [0.098, -1.238, -2.018], [0.483, -2.845, -1.942], [-0.034, 1.486, -0.626], [0.530, 1.492, 1.055], [-0.874, -0.421, 1.793], [-1.462, -0.700, 0.246], [0.673, -0.778, -2.847]], "lowdin_charge": [-0.24, -0.06, -0.11, -0.30, 0.12, -0.43, 0.58, 0.10, 0.07, 0.10, 0.12, 0.06]}

***

(3)
{"formula": "C10H10ClF5OTeV", "method": "ωB97M-V/def2-TZVPD", "total_charge": -1, "fmax_ev_per_a": 3.0, "orbital_gap_ev": [5.382, 6.480], "energy_ha": -2633.96012, "spin_multiplicity": 3, "s_squared": 2.0255, "elements": ["C", "C", "C", "H", "C", "C", "H", "H", "H", "H", "V", "Cl", "C", "C", "C", "H", "C", "C", "H", "H", "H", "H", "F", "Te", "F", "F", "F", "F", "O"], "positions_angstrom": [[1.838, -1.743, 0.697], [2.341, -1.293, -0.575], [1.341, -1.560, -1.554], [3.325, -0.870, -0.761], [0.196, -2.120, -0.893], [0.523, -2.245, 0.502], [-0.100, -2.708, 1.262], [2.378, -1.742, 1.642], [1.456, -1.437, -2.628], [-0.713, -2.491, -1.365], [0.485, 0.067, -0.162], [1.953, 1.250, 1.065], [-0.773, 2.142, -0.686], [-1.393, 1.053, -1.376], [-0.445, 0.526, -2.304], [-2.427, 0.730, -1.276], [0.780, 1.279, -2.161], [0.546, 2.311, -1.201], [1.239, 3.102, -0.934], [-1.242, 2.762, 0.074], [-0.668, -0.222, -3.063], [1.689, 1.158, -2.748], [-2.490, -1.439, 2.932], [-1.753, 0.280, 2.617], [-3.371, 0.861, 1.810], [-1.042, 2.032, 2.369], [-2.406, 0.854, 4.303], [-0.142, -0.273, 3.464], [-1.126, -0.266, 0.951]], "lowdin_charge": [-0.19, -0.20, -0.20, 0.10, -0.17, -0.16, 0.11, 0.10, 0.11, 0.11, 0.48, 0.13, -0.19, -0.16, -0.21, 0.11, -0.21, -0.22, 0.09, 0.09, 0.10, 0.10, -0.39, 1.87, -0.39, -0.40, -0.38, -0.39, -0.64]}

***

(4)
{"formula": "C36H90BaN2O23P5", "method": "ωB97M-V/def2-TZVPD", "total_charge": 1, "fmax_ev_per_a": 4.4, "orbital_gap_ev": 8.422, "energy_ha": -4998.36551, "relative_energy_kj_mol": 0.0, "elements": ["Ba", "O", "H", "C", "O", "N", "C", "C", "H", "H", "H", "H", "H", "H", "H", "C", "O", "N", "C", "C", "H", "H", "H", "H", "H", "H", "H", "C", "C", "O", "P", "O", "O", "C", "C", "O", "C", "C", "H", "H", "H", "H", "H", "H", "H", "H", "H", "H", "H", "H", "H", "H", "H", "C", "C", "O", "P", "O", "O", "C", "C", "O", "C", "C", "H", "H", "H", "H", "H", "H", "H", "H", "H", "H", "H", "H", "H", "H", "H", "C", "C", "O", "P", "O", "O", "C", "C", "O", "C", "C", "H", "H", "H", "H", "H", "H", "H", "H", "H", "H", "H", "H", "H", "H", "H", "C", "C", "O", "P", "O", "O", "C", "C", "O", "C", "C", "H", "H", "H", "H", "H", "H", "H", "H", "H", "H", "H", "H", "H", "H", "H", "C", "C", "O", "P", "O", "O", "C", "C", "O", "C", "C", "H", "H", "H", "H", "H", "H", "H", "H", "H", "H", "H", "H", "H", "H", "H"], "positions_angstrom": [[0.644, 0.056, 1.043], [0.143, -0.353, -1.409], [-0.327, -0.498, -2.253], [1.112, 3.626, -2.595], [0.872, 4.860, -2.528], [2.020, 3.050, -3.371], [2.145, 1.553, -3.513], [2.979, 3.788, -4.164], [0.570, 2.832, -2.059], [1.999, 1.326, -4.569], [1.465, 0.971, -2.892], [3.177, 1.225, -3.385], [3.971, 3.338, -4.161], [2.650, 3.784, -5.204], [2.964, 4.826, -3.831], [2.839, 2.993, 1.292], [2.553, 2.104, 0.490], [3.633, 4.078, 1.106], [3.920, 4.923, 2.228], [4.397, 4.269, -0.123], [2.224, 3.173, 2.187], [3.736, 4.394, 3.163], [3.226, 5.763, 2.227], [4.952, 5.263, 2.140], [4.014, 3.677, -0.954], [4.238, 5.336, -0.279], [5.437, 4.029, 0.100], [-0.441, 6.618, 0.960], [0.248, 5.213, 1.097], [-0.060, 4.587, 2.308], [-1.179, 3.483, 2.373], [-0.925, 2.185, 1.668], [-1.547, 3.310, 3.949], [-0.792, 2.509, 4.803], [-1.517, 2.327, 6.164], [-2.455, 4.317, 1.797], [-3.684, 3.617, 1.813], [-4.348, 4.036, 0.457], [-0.219, 7.160, 0.040], [-1.520, 6.477, 1.014], [-0.033, 7.157, 1.815], [-0.025, 4.508, 0.312], [1.322, 5.375, 1.013], [-0.638, 1.511, 4.394], [0.112, 3.110, 4.904], [-0.753, 2.056, 6.893], [-1.976, 3.272, 6.456], [-2.352, 1.631, 6.087], [-3.472, 2.550, 1.748], [-4.328, 3.977, 2.615], [-3.716, 3.929, -0.425], [-5.269, 3.487, 0.258], [-4.675, 5.072, 0.368], [1.415, -4.173, -0.449], [2.824, -4.240, 0.123], [3.688, -3.537, -0.750], [3.923, -1.936, -0.771], [2.966, -1.187, 0.103], [5.444, -1.703, -0.316], [6.538, -2.255, -1.014], [6.986, -1.397, -2.183], [3.949, -1.495, -2.310], [3.025, -2.032, -3.231], [4.000, -2.645, -4.290], [1.036, -3.151, -0.460], [1.408, -4.456, -1.502], [0.695, -4.811, 0.063], [2.897, -3.941, 1.169], [3.083, -5.293, 0.016], [7.380, -2.437, -0.346], [6.302, -3.300, -1.214], [6.355, -1.333, -3.070], [7.169, -0.376, -1.850], [7.947, -1.876, -2.372], [2.594, -2.907, -2.745], [2.228, -1.453, -3.699], [3.684, -3.417, -4.992], [4.279, -1.759, -4.859], [4.886, -3.135, -3.887], [-2.334, -3.723, 0.204], [-2.660, -3.187, 1.610], [-3.687, -2.264, 1.579], [-3.302, -0.695, 1.756], [-1.922, -0.473, 2.142], [-4.485, -0.226, 2.767], [-4.384, 0.614, 3.858], [-5.546, 1.610, 3.872], [-3.787, 0.066, 0.455], [-3.466, -0.312, -0.871], [-4.387, 0.515, -1.774], [-1.718, -4.621, 0.236], [-3.257, -4.059, -0.269], [-1.921, -2.998, -0.497], [-2.981, -4.032, 2.219], [-1.731, -2.908, 2.107], [-4.337, 0.075, 4.805], [-3.453, 1.179, 3.799], [-5.385, 2.439, 4.561], [-5.826, 1.914, 2.863], [-6.370, 1.025, 4.279], [-2.420, -0.061, -1.050], [-3.648, -1.362, -1.098], [-4.255, 0.250, -2.822], [-5.439, 0.398, -1.512], [-4.207, 1.583, -1.644], [-1.063, -2.640, -3.589], [-0.649, -1.678, -4.687], [-1.873, -1.523, -5.360], [-2.031, -0.292, -6.398], [-0.879, -0.174, -7.287], [-2.423, 0.970, -5.512], [-1.415, 1.805, -5.135], [-2.043, 2.615, -4.018], [-3.480, -0.629, -7.153], [-4.734, -0.577, -6.450], [-5.513, 0.446, -7.275], [-0.365, -3.387, -3.211], [-1.531, -2.137, -2.743], [-1.838, -3.316, -3.951], [-0.246, -0.784, -4.210], [0.047, -2.100, -5.412], [-0.499, 1.298, -4.833], [-1.167, 2.406, -6.009], [-1.442, 3.503, -3.821], [-3.123, 2.738, -4.093], [-1.889, 2.055, -3.095], [-5.302, -1.507, -6.423], [-4.600, -0.283, -5.409], [-6.496, 0.599, -6.828], [-4.949, 1.367, -7.424], [-5.755, -0.046, -8.217], [-0.409, -6.539, 4.352], [0.649, -6.072, 3.275], [0.296, -4.820, 2.691], [0.981, -3.394, 3.248], [0.710, -2.272, 2.323], [0.496, -3.263, 4.785], [-0.286, -2.162, 5.083], [-0.848, -2.324, 6.501], [2.567, -3.753, 3.569], [3.479, -2.659, 3.764], [4.090, -2.946, 5.135], [-0.627, -5.803, 5.126], [-1.346, -6.881, 3.914], [-0.012, -7.320, 5.001], [1.656, -5.978, 3.681], [0.709, -6.877, 2.542], [0.195, -1.214, 4.842], [-1.211, -2.159, 4.506], [-0.084, -2.417, 7.273], [-1.559, -1.527, 6.717], [-1.434, -3.242, 6.518], [4.262, -2.558, 3.012], [2.968, -1.708, 3.916], [4.805, -3.749, 4.951], [4.698, -2.169, 5.599], [3.415, -3.287, 5.920]], "lowdin_charge": [1.90, -0.65, -0.12, -0.35, -0.04, -0.17, -0.03, -0.05, 0.13, 0.08, 0.05, 0.08, 0.09, 0.09, 0.09, -0.33, -0.12, -0.20, -0.05, 0.00, 0.13, 0.10, 0.09, 0.10, 0.09, 0.10, 0.10, -0.02, -0.26, -0.17, 0.51, -0.41, -0.17, -0.28, -0.04, -0.18, -0.24, -0.05, 0.08, 0.06, 0.08, 0.11, 0.10, 0.10, 0.12, 0.08, 0.08, 0.06, 0.09, 0.12, 0.07, 0.07, 0.08, -0.07, -0.24, -0.18, 0.50, -0.38, -0.17, -0.28, -0.06, -0.18, -0.23, -0.05, 0.06, 0.08, 0.06, 0.09, 0.13, 0.12, 0.12, 0.06, 0.09, 0.08, 0.09, 0.11, 0.08, 0.08, 0.07, -0.04, -0.31, -0.13, 0.48, -0.34, -0.15, -0.31, -0.05, -0.16, -0.25, -0.05, 0.07, 0.08, 0.06, 0.12, 0.07, 0.12, 0.09, 0.08, 0.08, 0.08, 0.09, 0.11, 0.07, 0.08, 0.06, -0.06, -0.27, -0.19, 0.49, -0.20, -0.18, -0.31, -0.04, -0.19, -0.27, -0.07, 0.07, 0.05, 0.08, 0.08, 0.13, 0.09, 0.13, 0.07, 0.09, 0.06, 0.12, 0.09, 0.07, 0.08, 0.08, -0.05, -0.24, -0.20, 0.57, -0.41, -0.16, -0.31, -0.04, -0.22, -0.25, -0.07, 0.06, 0.07, 0.07, 0.11, 0.12, 0.11, 0.11, 0.08, 0.08, 0.08, 0.13, 0.11, 0.08, 0.08, 0.08]}

***

(5)
{"formula": "C7H16N2", "method": "ωB97M-V/def2-TZVPD", "fmax_ev_per_a": 3.5, "orbital_gap_ev": 9.411, "energy_ha": -385.71592, "relative_energy_kj_mol": 327.3, "smiles": "[H]/N=C\\N.C=C(C)C.C=C", "elements": ["C", "C", "C", "C", "C", "C", "H", "H", "H", "H", "H", "H", "H", "H", "H", "H", "H", "H", "N", "C", "N", "H", "H", "H", "H"], "positions_angstrom": [[0.058, -1.368, -0.515], [-0.082, -1.960, 0.859], [-0.993, -1.745, -1.519], [1.249, -0.837, -0.904], [-1.301, 0.806, 0.077], [-2.448, 0.410, 0.607], [-1.255, 1.172, -0.940], [0.538, -1.425, 1.574], [-1.117, -1.941, 1.189], [-0.835, -2.780, -1.842], [-1.990, -1.678, -1.084], [-0.946, -1.110, -2.402], [1.435, -0.665, -1.956], [2.140, -1.082, -0.341], [1.493, 0.672, -0.065], [0.246, -3.001, 0.843], [-2.520, 0.085, 1.636], [-3.362, 0.377, 0.035], [1.566, 2.870, -0.090], [1.612, 1.695, 0.605], [1.985, 1.506, 1.795], [1.077, 2.914, -0.966], [1.625, 3.745, 0.414], [2.210, 2.357, 2.314], [-0.389, 0.986, 0.674]], "lowdin_charge": [-0.44, -0.06, -0.08, -0.04, -0.11, -0.06, 0.07, 0.08, 0.06, 0.09, 0.06, 0.08, 0.08, 0.08, 0.08, 0.09, 0.05, 0.05, 0.08, -0.46, 0.06, 0.08, 0.09, 0.03, 0.04]}